Below is a cluster of 11 separate species, C29H86N16O11 in total, with properties calculated with ωB97M-V/def2-TZVPD.

Computed properties:
net charge	0
SMILES string	COC[C@H](C)N.COC[C@H](C)N.COC[C@H](C)N.COC[C@H](C)N.COC[C@H](C)N.COC[C@H](C)N.NC(N)=O.NC(N)=O.NC(N)=O.NC(N)=O.NC(N)=O
spin multiplicity	1

Element x y z (Å)
C 2.0068 2.7748 -14.5098
O 2.6395 1.7651 -14.7109
N 1.0728 3.3250 -15.1568
N 2.2881 3.5032 -13.4644
H 0.8275 2.8509 -16.0143
H 0.6594 4.1447 -14.7358
H 2.9982 3.1623 -12.8322
H 1.8225 4.3986 -13.5019
C -5.5003 14.0063 -15.4365
O -6.5584 14.2281 -14.8755
N -5.2817 13.2849 -16.4926
N -4.4174 14.5170 -15.0371
H -6.0639 12.8087 -16.9185
H -4.3352 13.2880 -16.8450
H -4.5575 15.1584 -14.2697
H -3.5869 14.3290 -15.5802
C 6.5478 12.7899 -15.3954
O 6.3776 11.8706 -14.6106
N 7.6286 13.0236 -16.1106
N 5.6028 13.6176 -15.7619
H 7.6682 13.8355 -16.7101
H 8.4348 12.5170 -15.7739
H 4.6952 13.5937 -15.3195
H 5.7603 14.1333 -16.6159
C 6.0095 6.2540 -17.8328
O 5.4877 5.3605 -18.4279
N 6.8703 7.0569 -18.4337
N 6.1006 6.4568 -16.5179
H 6.9793 6.8879 -19.4234
H 7.4748 7.6777 -17.9147
H 5.3518 6.0919 -15.9467
H 6.5174 7.3407 -16.2627
C 7.5952 8.7955 -8.3199
O 7.0971 9.8749 -8.0178
N 8.1848 7.9550 -7.5794
N 7.6492 8.3318 -9.5383
H 8.6358 7.1692 -8.0256
H 8.1471 8.0743 -6.5772
H 8.3023 7.5757 -9.6863
H 7.1134 8.8531 -10.2175
C -4.0214 5.3760 -5.1388
C -5.0061 5.2934 -3.9647
C -4.7269 4.0802 -3.0553
O -5.7793 3.7947 -2.2570
C -5.4549 3.2084 -0.9817
N -4.8827 6.5012 -3.1913
H -4.3056 6.0135 -5.9760
H -3.8879 4.3937 -5.5919
H -3.0500 5.6560 -4.7311
H -6.0188 5.1680 -4.3478
H -3.8689 4.3423 -2.4362
H -4.4159 3.2491 -3.6883
H -4.9557 2.2675 -1.2136
H -6.4290 2.9853 -0.5465
H -5.0310 3.8822 -0.2372
H -5.5041 6.2530 -2.4348
H -3.9567 6.6697 -2.8248
C -0.6206 10.4091 -12.0346
C -0.6251 8.8492 -12.3802
C -2.0315 8.4738 -12.8602
O -2.1865 7.1050 -13.4054
C -3.3664 6.3970 -13.0683
N 0.4131 8.6013 -13.2843
H 0.0139 10.5990 -11.1688
H -1.6303 10.7716 -11.8421
H -0.2433 11.0820 -12.8048
H -0.3482 8.2883 -11.4875
H -2.5106 9.0519 -13.6504
H -2.7304 8.6151 -12.0357
H -3.5169 6.4650 -11.9909
H -3.1712 5.3325 -13.1986
H -4.2004 6.8550 -13.6001
H 0.0858 9.1580 -14.0609
H 1.2421 9.1301 -13.0535
C 3.1367 20.4448 -13.4631
C 2.3873 19.3653 -14.1984
C 1.3541 18.7100 -13.2436
O 2.0540 18.1645 -12.1937
C 1.4117 18.1572 -10.9100
N 1.8663 19.9080 -15.4045
H 3.5741 19.9619 -12.5892
H 2.6492 21.3570 -13.1190
H 4.0397 20.6592 -14.0348
H 3.1659 18.6663 -14.5039
H 0.7048 18.0651 -13.8358
H 0.6268 19.4873 -13.0093
H 2.1538 17.8543 -10.1714
H 0.6841 17.3468 -10.9542
H 1.0247 19.1111 -10.5517
H 2.6155 20.3575 -15.9111
H 1.1261 20.5758 -15.2421
C -11.1661 10.0851 -9.6086
C -10.7313 8.7843 -10.2357
C -11.6833 8.1661 -11.2276
O -10.9620 7.0522 -11.7541
C -11.6409 6.5605 -12.8133
N -9.5790 9.2422 -10.9642
H -12.2354 9.9480 -9.4477
H -11.0067 11.0165 -10.1521
H -10.6804 10.2293 -8.6436
H -10.3961 8.0757 -9.4783
H -11.9101 8.8508 -12.0448
H -12.5557 7.9179 -10.6231
H -12.6338 6.1539 -12.6209
H -11.0458 5.7713 -13.2728
H -11.8795 7.2841 -13.5928
H -9.2043 8.4963 -11.5329
H -9.7404 9.9989 -11.6133
C -8.6204 4.7951 -19.8221
C -8.2821 3.5478 -20.6288
C -8.1102 2.2378 -19.8396
O -7.1245 2.3200 -18.7871
C -5.8422 1.9501 -19.2447
N -9.4210 3.3843 -21.6501
H -7.9860 5.0375 -18.9696
H -9.6487 4.8174 -19.4611
H -8.6155 5.5970 -20.5604
H -7.3288 3.6834 -21.1397
H -7.9855 1.2448 -20.2714
H -9.1011 2.0371 -19.4321
H -5.8017 0.9471 -19.6695
H -5.1621 2.0360 -18.3973
H -5.5321 2.5656 -20.0892
H -9.7151 4.2331 -22.1118
H -10.2489 3.0413 -21.1842
C -7.2026 -1.2056 -7.6863
C -7.6536 0.0980 -8.3687
C -8.4196 -0.1756 -9.6896
O -7.4992 -0.7247 -10.6862
C -8.2249 -0.8404 -11.9393
N -8.4447 0.8641 -7.4942
H -6.4082 -1.1066 -6.9465
H -6.6746 -1.7755 -8.4508
H -8.0340 -1.8363 -7.3714
H -6.8276 0.7425 -8.6696
H -8.7944 0.7901 -10.0287
H -9.2940 -0.7741 -9.4341
H -8.8606 -1.7245 -11.9862
H -7.4943 -0.9351 -12.7426
H -8.7445 0.0854 -12.1863
H -8.6901 1.6833 -8.0316
H -7.8638 1.1859 -6.7332

Below is a cluster of 11 separate species, C29H86N6O11 in total, with properties calculated with ωB97M-V/def2-TZVPD.

Computed properties:
net charge	0
SMILES string	COC[C@H](C)N.COC[C@H](C)N.COC[C@H](C)N.COC[C@H](C)N.COC[C@H](C)N.COC[C@H](C)N.CO.CO.CO.CO.CO
spin multiplicity	1

Element x y z (Å)
C -7.7811 -0.8419 5.0719
O -7.6270 0.4465 5.7007
H -6.9405 -1.0477 4.4092
H -7.7462 -1.6941 5.7506
H -8.7358 -0.8396 4.5461
H -7.8352 1.1667 5.1010
C -7.7984 5.6754 1.4960
O -8.3357 4.5353 2.1100
H -6.9561 5.2139 0.9806
H -8.4878 6.0362 0.7327
H -7.4761 6.4530 2.1885
H -8.9729 4.0762 1.5580
C -2.6926 6.2773 6.3456
O -1.5814 7.1639 6.2682
H -3.6101 6.7980 6.0716
H -2.5177 5.4911 5.6110
H -2.8794 5.8593 7.3348
H -0.9812 6.8255 6.9367
C -1.7833 5.7212 -6.2319
O -1.2905 6.2768 -4.9999
H -2.3898 6.4587 -6.7576
H -0.9505 5.4548 -6.8828
H -2.3715 4.8126 -6.1030
H -1.6185 7.1790 -4.9930
C 3.2553 6.7845 2.7930
O 4.1469 6.0779 2.0441
H 2.7095 7.4895 2.1659
H 2.5597 6.0472 3.1935
H 3.6979 7.3397 3.6200
H 3.5792 5.7006 1.3681
C 4.6489 4.2512 -10.7413
C 4.4222 4.3760 -9.2037
C 5.6965 4.1786 -8.4496
O 5.4953 4.0145 -7.1007
C 6.6891 4.2716 -6.3088
N 3.8518 5.7136 -9.0888
H 4.7184 3.1804 -10.9325
H 5.5363 4.8093 -11.0398
H 3.7770 4.6328 -11.2726
H 3.7257 3.6510 -8.7825
H 6.2618 5.0882 -8.6522
H 6.3654 3.4027 -8.8220
H 7.4958 3.5802 -6.5523
H 6.4688 4.3294 -5.2428
H 7.0294 5.2912 -6.4891
H 3.6733 5.8578 -8.1052
H 4.4390 6.4791 -9.3875
C -0.0409 -11.0953 -0.8048
C -0.3554 -9.9171 0.0955
C 0.3263 -8.5635 -0.3376
O -0.2527 -7.3447 0.2495
C 0.1029 -6.1130 -0.3732
N -1.7645 -9.6725 -0.0802
H -0.5537 -12.0437 -0.6447
H 1.0171 -11.3289 -0.6858
H -0.1971 -10.8536 -1.8562
H -0.0427 -10.0928 1.1248
H 0.1571 -8.5581 -1.4143
H 1.4107 -8.5376 -0.2303
H 1.1373 -6.1398 -0.7160
H -0.0410 -5.2838 0.3194
H -0.5880 -6.0756 -1.2155
H -1.8587 -9.6178 -1.0843
H -1.8526 -8.7469 0.3144
C 2.0932 1.1480 -1.0980
C 1.0325 1.9422 -1.7510
C -0.1928 2.2310 -0.8895
O -0.8173 1.0243 -0.5090
C -1.9186 1.1363 0.3666
N 1.6733 3.2433 -1.9562
H 2.2570 1.4056 -0.0516
H 3.0405 1.2965 -1.6163
H 1.8480 0.0865 -1.1307
H 0.7853 1.4903 -2.7116
H -0.9142 2.9407 -1.2943
H 0.1286 2.7157 0.0324
H -1.6790 1.3548 1.4073
H -2.4780 0.2021 0.4160
H -2.6214 1.8526 -0.0589
H 2.1831 3.1680 -2.8248
H 0.9570 3.8796 -2.2758
C 9.1135 0.5199 2.4847
C 10.1120 1.4553 3.1189
C 10.2919 2.8194 2.4208
O 11.4989 3.4809 2.7105
C 12.6908 2.9136 2.1750
N 9.8383 1.6264 4.5448
H 9.5546 0.1473 1.5602
H 8.1629 1.0037 2.2600
H 9.0559 -0.3505 3.1382
H 11.0853 0.9652 3.0927
H 9.4824 3.4361 2.8113
H 10.0626 2.6743 1.3652
H 12.8263 1.8755 2.4784
H 13.5687 3.3813 2.6207
H 12.6542 2.8730 1.0864
H 10.6226 2.0229 5.0426
H 9.7458 0.7356 5.0115
C -8.7752 -4.3672 -2.0334
C -10.3475 -4.5175 -2.1463
C -10.6954 -5.9789 -2.5237
O -12.1554 -6.1413 -2.6437
C -12.5640 -7.3931 -3.1827
N -10.9891 -4.0954 -0.8913
H -8.3291 -4.9459 -1.2246
H -8.4857 -3.3404 -1.8096
H -8.2976 -4.6057 -2.9837
H -10.7493 -3.8404 -2.9000
H -10.2935 -6.7106 -1.8229
H -10.2460 -6.1910 -3.4938
H -12.3957 -8.1355 -2.4026
H -11.9870 -7.6685 -4.0654
H -13.6221 -7.2428 -3.3971
H -11.9654 -4.3493 -0.9404
H -10.6571 -4.7486 -0.1961
C 0.8054 -0.5074 5.5867
C 1.3173 -1.5888 6.5691
C 0.6161 -2.9026 6.2838
O -0.7971 -2.8395 6.3449
C -1.4314 -4.0703 6.0806
N 2.7477 -1.7752 6.3034
H 1.5008 0.3313 5.6225
H -0.2179 -0.2674 5.8753
H 0.8595 -0.8014 4.5385
H 1.0894 -1.2759 7.5880
H 1.0192 -3.6941 6.9155
H 0.7951 -3.1687 5.2420
H -1.4700 -4.6135 7.0248
H -0.9413 -4.6348 5.2873
H -2.4800 -3.8905 5.8439
H 3.1519 -0.8508 6.3495
H 2.7579 -1.9368 5.3064

Below is a cluster of 11 separate species, C29H86N6O11 in total, with properties calculated with ωB97M-V/def2-TZVPD.

Computed properties:
net charge	0
SMILES string	COC[C@H](C)N.COC[C@H](C)N.COC[C@H](C)N.COC[C@H](C)N.COC[C@H](C)N.COC[C@H](C)N.CO.CO.CO.CO.CO
spin multiplicity	1

Element x y z (Å)
C -2.9296 -20.6563 19.9701
O -2.7755 -19.3679 20.5988
H -2.0890 -20.8621 19.3073
H -2.8947 -21.5085 20.6488
H -3.8843 -20.6539 19.4442
H -2.9836 -18.6477 19.9991
C -2.8583 -16.4038 17.7943
O -3.3956 -17.5440 18.4083
H -2.0160 -16.8654 17.2789
H -3.5477 -16.0431 17.0310
H -2.5360 -15.6263 18.4868
H -4.0328 -18.0030 17.8562
C 0.0501 -16.2202 20.7238
O 1.1612 -15.3335 20.6465
H -0.8675 -15.6994 20.4498
H 0.2249 -17.0063 19.9893
H -0.1368 -16.6381 21.7130
H 1.7614 -15.6719 21.3150
C 0.7083 -16.6128 12.9973
O 1.2010 -16.0571 14.2293
H 0.1017 -15.8753 12.4716
H 1.5410 -16.8792 12.3464
H 0.1200 -17.5213 13.1262
H 0.8730 -15.1549 14.2362
C 3.7714 -15.7795 18.6930
O 4.6630 -16.4862 17.9442
H 3.2256 -15.0746 18.0660
H 3.0758 -16.5169 19.0936
H 4.2140 -15.2244 19.5201
H 4.0954 -16.8635 17.2682
C 4.3892 -17.5172 9.5046
C 4.1625 -17.3924 11.0422
C 5.4368 -17.5899 11.7963
O 5.2356 -17.7540 13.1452
C 6.4294 -17.4969 13.9371
N 3.5921 -16.0549 11.1571
H 4.4588 -18.5881 9.3134
H 5.2766 -16.9592 9.2061
H 3.5173 -17.1357 8.9733
H 3.4660 -18.1174 11.4634
H 6.0021 -16.6802 11.5937
H 6.1057 -18.3657 11.4239
H 7.2362 -18.1882 13.6936
H 6.2091 -17.4391 15.0031
H 6.7697 -16.4772 13.7568
H 3.4137 -15.9107 12.1407
H 4.1793 -15.2893 10.8584
C 1.8516 -27.6474 16.2520
C 1.5370 -26.4692 17.1524
C 2.2187 -25.1156 16.7193
O 1.6397 -23.8968 17.3064
C 1.9953 -22.6651 16.6837
N 0.1279 -26.2246 16.9767
H 1.3387 -28.5958 16.4122
H 2.9096 -27.8810 16.3711
H 1.6953 -27.4057 15.2007
H 1.8498 -26.6449 18.1817
H 2.0495 -25.1102 15.6426
H 3.3031 -25.0897 16.8266
H 3.0297 -22.6918 16.3409
H 1.8514 -21.8359 17.3763
H 1.3045 -22.6277 15.8414
H 0.0337 -26.1698 15.9726
H 0.0398 -25.2990 17.3713
C 3.7841 -19.5640 16.1566
C 2.7234 -18.7699 15.5036
C 1.4981 -18.4810 16.3651
O 0.8736 -19.6878 16.7456
C -0.2277 -19.5757 17.6212
N 3.3642 -17.4688 15.2984
H 3.9479 -19.3064 17.2030
H 4.7314 -19.4156 15.6382
H 3.5389 -20.6256 16.1238
H 2.4762 -19.2218 14.5430
H 0.7767 -17.7713 15.9603
H 1.8195 -17.9963 17.2870
H 0.0119 -19.3573 18.6619
H -0.7871 -20.5099 17.6706
H -0.9305 -18.8594 17.1957
H 3.8740 -17.5440 14.4297
H 2.6479 -16.8324 14.9788
C 6.7849 -20.2027 18.2722
C 7.7834 -19.2674 18.9064
C 7.9632 -17.9033 18.2084
O 9.1703 -17.2418 18.4980
C 10.3621 -17.8090 17.9626
N 7.5097 -19.0962 20.3323
H 7.2259 -20.5754 17.3477
H 5.8343 -19.7190 18.0475
H 6.7272 -21.0732 18.9258
H 8.7566 -19.7575 18.8803
H 7.1537 -17.2866 18.5988
H 7.7339 -18.0484 17.1527
H 10.4977 -18.8472 18.2660
H 11.2400 -17.3414 18.4083
H 10.3255 -17.8497 16.8739
H 8.2939 -18.6997 20.8301
H 7.4172 -19.9871 20.7991
C -2.7675 -22.1990 15.7429
C -4.3397 -22.3493 15.6300
C -4.6877 -23.8107 15.2526
O -6.1476 -23.9731 15.1326
C -6.5563 -25.2249 14.5936
N -4.9813 -21.9272 16.8850
H -2.3213 -22.7777 16.5517
H -2.4779 -21.1723 15.9667
H -2.2898 -22.4376 14.7926
H -4.7416 -21.6722 14.8762
H -4.2857 -24.5424 15.9534
H -4.2382 -24.0228 14.2825
H -6.3880 -25.9674 15.3737
H -5.9792 -25.5003 13.7108
H -7.6144 -25.0746 14.3792
H -5.9577 -22.1811 16.8359
H -4.6494 -22.5804 17.5802
C 2.4057 -19.6206 20.1145
C 2.9176 -20.7020 21.0969
C 2.2164 -22.0158 20.8116
O 0.8032 -21.9528 20.8728
C 0.1689 -23.1835 20.6084
N 4.3480 -20.8885 20.8312
H 3.1011 -18.7820 20.1503
H 1.3824 -19.3806 20.4032
H 2.4598 -19.9147 19.0663
H 2.6897 -20.3891 22.1159
H 2.6195 -22.8073 21.4434
H 2.3954 -22.2819 19.7699
H 0.1303 -23.7268 21.5526
H 0.6590 -23.7480 19.8152
H -0.8798 -23.0037 20.3718
H 4.7522 -19.9640 20.8774
H 4.3581 -21.0500 19.8343

Calculated LUMO energy in order - 0.1 0.3 0.3 eV
Calculated HOMO in order - -8.9 -9.0 -8.8 eV
Calculated energy above the lowest of the compared OMol25 structures with the same formula, charge and spin in order - 9.730 4.481 2.861 eV